59
Properties=species:S:1:pos:R:3:mulliken_charge:R:1 method="wB97M-V/def2-TZVPD" energy_ha=-1776.3648 e_above_lowest_kj_mol=239.3 e_lumo_ev=-2.4 e_homo_ev=-8.3 homo_lumo_gap_ev=5.885
Au -1.901 -0.632 0.027 0.403
O 0.506 -0.866 1.270 0.554
C 1.191 0.309 1.425 0.752
C 2.583 0.283 1.379 -0.873
C 3.319 1.440 1.552 -0.591
C 2.665 2.641 1.788 -0.770
C 1.284 2.657 1.836 -1.053
C 0.511 1.511 1.647 0.548
C -0.995 1.712 1.727 0.422
O -1.421 2.826 1.942 -0.704
O -1.769 0.667 1.590 -0.662
H 1.141 -1.573 1.113 -0.008
H 3.085 -0.665 1.213 0.466
H 4.399 1.399 1.507 0.422
H 3.227 3.553 1.938 0.421
H 0.744 3.577 2.018 0.534
C -2.545 -3.807 -3.447 -0.476
C -3.256 -2.615 -3.465 -0.541
C -3.089 -1.683 -2.448 -0.502
C -2.221 -1.970 -1.406 0.640
C -1.492 -3.151 -1.387 -0.283
C -1.666 -4.077 -2.409 -0.703
H -2.672 -4.524 -4.248 0.378
H -3.931 -2.397 -4.282 0.382
H -3.633 -0.747 -2.469 0.454
H -0.797 -3.356 -0.580 0.531
H -1.102 -5.001 -2.399 0.397
O -2.231 1.772 -1.488 -0.604
C -1.067 1.452 -1.563 0.656
O -0.622 0.232 -1.248 -0.519
C 0.024 2.362 -2.005 0.170
C 1.360 2.040 -1.812 -0.494
C 2.374 2.937 -2.150 -1.198
C 1.981 4.133 -2.695 1.141
O 2.769 5.171 -3.096 -0.510
C 1.885 6.167 -3.616 -0.253
O 0.551 5.688 -3.476 -0.504
C 0.647 4.444 -2.913 1.064
C -0.362 3.590 -2.567 -1.216
H 1.615 1.082 -1.383 0.535
H 3.417 2.709 -1.980 0.433
H 2.105 6.329 -4.672 0.258
H 2.005 7.088 -3.042 0.252
H -1.406 3.833 -2.695 0.515
C 0.731 -5.131 2.295 -1.405
C -0.100 -3.955 2.685 0.744
C 0.098 -2.949 3.603 -0.861
C -1.052 -2.131 3.525 1.038
N -1.907 -2.607 2.633 -0.973
N -1.301 -3.704 2.123 0.330
C -1.364 -0.901 4.306 -1.262
H 1.300 -5.491 3.150 0.378
H 1.441 -4.882 1.504 0.249
H 0.108 -5.952 1.938 0.369
H 0.955 -2.816 4.241 0.403
H -1.793 -4.268 1.452 0.256
H -1.444 -1.128 5.371 0.397
H -2.300 -0.468 3.962 0.339
H -0.578 -0.155 4.180 0.132


18
Properties=species:S:1:pos:R:3:mulliken_charge:R:1 method="wB97M-V/def2-TZVPD" energy_ha=-381.2442 e_above_lowest_kj_mol=108.4 e_lumo_ev=0.8 e_homo_ev=-9.2 homo_lumo_gap_ev=9.996
H -2.975 -0.569 -0.412 0.218
N -1.959 -0.433 -0.316 -0.546
C -1.713 0.231 0.764 -0.047
C -0.315 0.565 1.212 -0.879
C 0.697 0.852 0.104 0.348
N 0.153 1.711 -0.968 -0.718
C 1.434 -0.346 -0.526 0.316
C 0.927 -1.749 -0.333 -0.992
O 2.411 -0.145 -1.259 -0.605
H -2.538 0.525 1.436 0.396
H -0.418 1.471 1.825 0.324
H 0.025 -0.223 1.891 0.330
H 1.502 1.425 0.584 0.338
H 0.890 1.830 -1.670 0.332
H -0.581 1.176 -1.447 0.287
H 0.032 -1.909 -0.936 0.244
H 1.694 -2.453 -0.670 0.357
H 0.734 -1.959 0.720 0.298


30
Properties=species:S:1:pos:R:3:mulliken_charge:R:1 method="wB97M-V/def2-TZVPD" energy_ha=-764.3576 e_above_lowest_kj_mol=326.3 e_lumo_ev=0.0 e_homo_ev=-11.2 homo_lumo_gap_ev=11.142
O 0.620 -1.650 -16.821 -0.633
H 1.047 -1.123 -16.145 0.313
H 0.981 -2.529 -16.704 0.321
O 5.922 -3.652 -14.382 -0.629
H 5.204 -4.276 -14.487 0.318
H 6.575 -4.122 -13.863 0.316
O -2.676 -4.875 -15.673 -0.637
H -2.729 -5.185 -14.769 0.305
H -2.291 -5.607 -16.155 0.324
O 0.641 -8.745 -13.695 -0.655
H 0.206 -8.764 -12.842 0.321
H 0.931 -9.646 -13.836 0.331
O -0.951 -8.024 -17.384 -0.611
H -0.664 -8.473 -16.588 0.309
H -0.546 -8.518 -18.097 0.307
O 4.890 -7.059 -21.658 -0.646
H 4.805 -6.231 -21.186 0.324
H 5.619 -6.919 -22.261 0.314
O 6.117 -1.291 -17.659 -0.641
H 5.961 -1.807 -16.869 0.328
H 6.525 -0.485 -17.342 0.308
O 3.687 -7.868 -11.590 -0.643
H 3.298 -7.388 -10.859 0.316
H 2.983 -7.939 -12.234 0.332
O 3.434 -3.591 -20.547 -0.626
H 3.169 -3.095 -21.321 0.307
H 3.697 -2.924 -19.913 0.325
O 2.676 -5.588 -16.244 -0.631
H 2.175 -6.401 -16.309 0.304
H 3.081 -5.485 -17.105 0.330


14
Properties=species:S:1:pos:R:3:mulliken_charge:R:1 method="wB97M-V/def2-TZVPD" energy_ha=-307.4829 e_above_lowest_kj_mol=602.7 e_lumo_ev=-0.2 e_homo_ev=-8.9 homo_lumo_gap_ev=8.718
C 2.069 0.698 -0.062 -1.239
C 0.969 -0.228 0.375 0.239
O 0.021 0.344 1.358 -0.295
C -0.448 0.033 0.182 -0.123
C -1.498 0.718 -0.672 0.149
O -2.631 0.907 -0.052 -0.633
H 1.688 1.706 -0.241 0.380
H 2.532 0.327 -0.981 0.323
H 2.843 0.751 0.711 0.306
H 1.245 -1.253 0.613 0.405
H -1.930 -1.136 0.675 -0.001
H -1.511 0.181 -1.646 0.239
H -0.859 1.636 -0.822 0.141
H -2.489 -0.516 0.579 0.108


8
Properties=species:S:1:pos:R:3:mulliken_charge:R:1 method="wB97M-V/def2-TZVPD" s_squared=0.76 spin_multiplicity=2 energy_ha=-177.7245 e_above_lowest_kj_mol=174.3 e_lumo_ev="-1.0 / -1.1" e_homo_ev="-4.7 / -6.4" homo_lumo_gap_ev="3.663 / 5.316"
O -0.329 1.272 -0.782 -0.732
C 0.596 0.610 -0.073 -0.186
H 1.528 1.127 0.254 0.267
C 0.185 -0.542 0.784 -0.755
H -0.110 -0.266 1.810 0.209
H -0.414 -1.442 0.566 0.194
Rb -2.446 0.043 -2.241 0.878
H 0.990 -0.802 -0.317 0.126


9
Properties=species:S:1:pos:R:3:mulliken_charge:R:1 method="wB97M-V/def2-TZVPD" energy_ha=-661.8188 e_above_lowest_kj_mol=149.8 charge=-1 e_lumo_ev=4.3 e_homo_ev=-3.8 homo_lumo_gap_ev=8.136
N 0.305 -0.501 1.854 -0.590
P 0.810 0.425 0.465 0.079
O -0.126 -0.335 -0.614 -0.320
C -0.884 0.313 -1.903 0.640
O -0.692 1.509 -2.033 -0.639
O -1.489 -0.502 -2.507 -0.572
H 0.668 -0.079 2.691 0.217
H -0.692 -0.676 1.699 0.255
H 2.099 -0.153 0.348 -0.070